C15H60N16O15 | wB97M-V/def2-TZVPD

The geometry in XYZ format:
```
106
Properties=species:S:1:pos:R:3:lowdin_charge:R:1
H 1.35384 -1.82221 -7.87079 0.118
H -6.52269 0.54298 3.31603 0.078
H -1.63333 6.98368 1.91479 0.128
N -0.74716 7.41730 1.69852 0.173
C 5.60032 0.91781 -2.90815 -0.128
H 2.25913 1.28016 -5.78455 0.131
O -0.57507 -1.23791 -0.70578 -0.010
N 2.38123 0.29647 -5.97832 0.176
C 5.56372 -0.87965 2.19275 -0.837
H -2.81675 -1.48605 -3.12753 0.075
C -4.42538 3.40572 -0.73824 -0.794
H 0.94250 -6.74896 -4.84626 0.108
O -3.52790 -4.96563 2.17688 0.066
C -2.77330 -5.87199 2.34420 -0.821
H 1.10403 4.17102 -3.81758 0.079
H 5.37990 1.94549 -3.19695 0.074
H 2.34846 -1.92580 -6.41825 0.104
C -0.60403 -7.15124 -3.64482 -0.796
C -0.08773 -2.30195 5.42489 -0.161
H 1.19744 -5.39051 0.00528 0.063
H 5.28406 5.91239 1.43827 0.070
H 2.79938 -0.40682 -5.38617 0.121
C -1.36574 2.60642 4.76090 -0.755
H -6.86490 0.44969 1.10820 0.076
H -3.46102 -7.08386 0.92756 0.128
N -0.82497 -5.83904 -3.47891 0.153
O -1.12841 -3.04506 6.03813 -0.136
H 1.03876 0.45399 -1.00257 0.126
H 0.42429 5.06718 -5.20077 0.072
H 1.94727 -5.11071 1.90999 0.069
O 6.31829 -1.71978 2.55084 0.062
O 2.48786 4.68141 -5.28768 -0.118
H -0.50948 8.26184 2.19888 0.116
C 1.67796 -0.08860 -6.93925 -0.791
H 4.02765 -2.00990 1.53027 0.120
O -1.33323 -7.94580 -3.11916 0.038
N -5.52217 3.57550 -1.45644 0.150
H -5.56320 3.64422 -2.46326 0.109
H -6.35433 3.53265 -0.88568 0.113
H 2.10340 7.22181 0.76582 0.116
H -7.53048 -0.88795 3.45006 0.077
H 6.34686 0.91517 -2.11394 0.071
H 0.10553 -1.41730 6.03164 0.078
H 3.18034 -6.39932 1.70041 0.072
H 0.70970 -8.44047 -4.29068 0.123
O 1.49865 -6.24638 0.31890 -0.137
H -1.18502 4.37487 4.17928 0.110
N 1.29933 7.60862 1.23905 0.142
C -6.90023 -0.31925 2.76636 -0.220
H 2.59270 5.39524 -5.92097 0.073
H -2.57170 4.19895 5.35290 0.109
N -1.99364 -6.15481 3.36147 0.147
O 4.24130 4.22791 1.70054 -0.123
H -2.58183 4.05447 -0.79347 0.117
H 0.71601 -3.03765 5.39589 0.076
O 0.90839 0.62069 -7.62987 -0.007
H 5.06270 1.05103 2.22709 0.100
O -7.47882 -0.15112 1.53683 -0.089
H -1.76120 -5.61127 -3.17611 0.112
N -2.11846 1.81509 5.46384 0.166
C 1.29856 4.94341 -4.56168 -0.174
H 6.10204 4.76084 2.41917 0.081
N -1.82331 3.85765 4.76679 0.153
C 0.29144 6.76860 1.33252 -0.762
H -2.86188 2.27241 5.97206 0.107
N 0.60400 0.51011 -0.09266 0.176
O -0.31397 2.24584 4.21854 -0.001
H 4.75323 0.32029 -2.57126 0.070
N 5.81260 0.38902 2.36673 0.158
H 1.59609 -6.74688 2.38110 0.061
H -1.94802 -5.39221 4.02212 0.108
N 4.39018 -1.07949 1.68197 0.170
O -4.44869 3.14309 0.43388 0.037
H -5.68757 -1.65745 -3.65460 0.082
O 0.46729 5.58062 0.98235 -0.008
H -4.82505 -1.95907 -2.11823 0.071
H -0.82641 -3.03755 6.94936 0.068
H 1.18331 8.60300 1.37267 0.110
N 1.83348 -1.38400 -7.09748 0.148
O -3.60436 -1.22711 -3.61149 -0.105
H 3.83454 -0.27781 1.41994 0.103
N 0.43900 -7.46913 -4.34833 0.166
H 0.55865 1.39069 0.39989 0.120
N -3.36025 3.80220 -1.38551 0.162
H -1.96277 -0.62655 1.13100 0.136
H 1.30285 5.93066 -4.09972 0.068
H -3.48731 4.11475 -2.33749 0.108
C -4.73333 -1.93030 -3.20398 -0.197
H -0.13600 -5.18034 -3.81287 0.096
O 6.25330 0.15777 -3.97306 -0.151
H -1.92301 0.84067 5.64386 0.119
C 2.12107 -6.15091 1.63455 -0.133
N -2.76347 -6.94407 1.64448 0.154
H -4.64808 -3.01574 -3.25556 0.066
H -0.81648 0.74450 1.56302 0.109
C 5.11410 5.17924 2.22675 -0.182
H 3.37905 4.61535 1.53320 0.063
H -6.08030 -1.03282 2.68495 0.075
H -2.02303 -7.60234 1.84080 0.110
H 4.69583 5.68910 3.09462 0.079
H -1.50591 -7.02493 3.51992 0.109
C -0.37055 -0.27938 0.04493 -0.846
H 6.90391 0.69983 -4.42525 0.063
H -0.26012 -2.05787 4.37665 0.077
N -1.18522 0.00165 0.98656 0.194
H 6.52122 0.58173 3.06013 0.119
```

Frontier orbital gap ... 9.3072 eV

***

C60H137N5O11 | wB97M-V/def2-TZVPD

The geometry in XYZ format:
```
213
Properties=species:S:1:pos:R:3:lowdin_charge:R:1
H 2.84678 16.86854 18.47510 0.066
H 10.01140 4.56062 24.47953 0.058
H 0.01973 6.64055 23.30835 0.072
H 2.49097 -8.74105 27.26187 0.082
H 7.09909 -9.19887 27.81965 0.086
H 5.84599 -9.11431 29.09395 0.078
H -6.85604 1.51937 18.92723 0.081
C 3.57686 -6.98977 26.79836 -0.489
O 0.27593 13.93758 32.25210 -0.054
C 2.36648 -5.98965 27.05506 -0.032
O -12.13508 -0.59057 25.80915 -0.060
H -5.97949 9.86741 15.11252 0.076
H -6.03725 3.45731 17.34932 0.093
H -9.66956 1.34013 24.73680 0.077
C -9.64189 9.04148 18.14806 -0.462
C -11.10846 -0.35272 24.86654 -0.502
H -9.46800 7.89116 15.73710 0.078
C -8.65525 11.44168 18.13467 -0.193
H -5.78360 2.11118 15.28608 0.079
C 2.79880 16.10913 17.69465 -0.007
N -8.64301 8.71608 17.07913 -0.156
H 0.70879 14.46216 31.57457 0.079
H 13.26828 5.22786 26.07587 0.079
H -8.27268 12.23292 18.77941 0.114
H 0.30777 11.32968 31.11447 0.071
O -8.84055 7.56054 16.38410 0.007
H 7.79293 4.71517 26.25776 0.131
C 1.29910 15.75684 17.18796 -0.422
H 6.73581 -5.74533 26.84720 0.116
O -1.09030 4.34756 22.84079 -0.008
C -0.23240 6.55535 24.36536 -0.027
H -6.46553 6.02064 35.23221 0.084
H -1.91810 1.85265 23.71983 0.081
C 9.12963 6.21212 26.54639 -0.217
C -6.55902 9.21298 15.76365 -0.041
C -7.20870 14.17373 27.23976 -0.039
H -1.86558 4.08204 22.34076 0.108
C 5.79570 -7.06787 25.45784 -0.185
C 8.72560 4.81462 26.81304 -0.181
H -11.29553 1.73666 25.34484 0.078
O 0.92549 17.95508 16.49976 0.005
C -2.65085 6.66366 23.44367 -0.044
O -6.32608 14.83584 29.36337 -0.047
H -5.15330 13.81116 28.11666 0.131
H 2.16252 -8.18788 25.59940 0.089
H 0.37012 15.06183 15.18428 0.079
H -2.83027 7.71770 23.65559 0.078
H 0.16419 18.17709 15.95872 0.105
H -10.24901 7.94653 19.99910 0.078
C -0.28768 17.29762 18.50825 -0.473
H 9.33210 3.05278 24.42617 0.081
H -9.51252 6.45928 34.70819 0.076
C -7.54413 11.00451 17.25672 -0.144
H -0.10444 7.58595 24.69638 0.073
H 2.00923 11.32349 31.03701 0.067
H -5.80380 12.42503 29.86656 0.072
C 9.22899 2.43839 27.20100 -0.024
C 0.42789 18.31153 19.43210 -0.037
H -4.12645 1.76640 15.50428 0.081
H 8.52011 4.84543 27.88305 0.122
C 9.81505 3.77681 26.55831 -0.425
H -2.31573 18.10371 18.83685 0.080
H -11.81784 9.57200 18.22620 0.080
C 0.43210 15.01363 19.44455 -0.200
H -9.31168 -1.42677 24.30354 0.078
C 4.44031 -6.41514 25.62169 -0.131
H -6.91911 0.13400 17.91928 0.070
O -5.24685 2.96454 17.58179 -0.070
C -10.17274 -1.54764 24.96086 -0.070
C -11.03114 9.47320 17.47825 -0.011
C 0.74597 14.54699 18.03208 -0.142
H -3.61435 6.15758 23.50417 0.075
H -6.70100 14.80525 26.51071 0.069
H -7.28566 6.42856 33.80114 0.071
C -5.11237 1.48648 15.87540 -0.071
H -1.45053 18.75190 17.40541 0.072
H 0.65055 3.28344 24.41471 0.082
H 12.40642 3.22655 26.54850 0.085
H 1.86349 15.95453 15.09659 0.063
H -9.81744 10.54207 19.69337 0.119
H -10.95473 10.30752 16.78098 0.060
C 6.35315 -6.64818 29.20270 -0.046
H -7.52172 12.66092 29.59074 0.085
H -5.81875 14.46238 30.08776 0.083
H 7.54889 -7.23700 26.68354 0.117
H -7.42700 1.59581 17.15700 0.079
C 2.92611 -8.28882 26.37066 -0.048
C 10.06435 3.61009 25.01038 -0.019
H -10.14079 0.85569 26.33813 0.081
N 11.04001 4.17940 27.34389 -0.150
C 11.49706 5.59253 27.34033 -0.489
C 6.08733 -8.87158 28.05909 -0.016
H 6.05836 -7.14874 30.12499 0.083
C -8.69528 10.26895 15.11485 -0.057
H 3.32474 15.19128 17.95741 0.072
C -7.99538 7.59419 35.49939 -0.537
H 0.79996 19.16219 18.86110 0.076
H -12.79839 -1.18951 25.45857 0.090
C 12.36018 5.78718 28.59736 -0.042
N 0.42061 16.94125 17.26552 -0.156
C -6.72274 1.20581 17.89185 -0.055
H -8.14457 14.63337 27.55752 0.080
H 0.19097 14.21136 20.14192 0.111
N 4.35705 -7.04293 28.02347 -0.168
C -1.66308 17.86205 17.99795 -0.038
H -0.16296 18.76551 20.22765 0.080
H -5.91986 9.05550 16.63243 0.075
C -7.93009 9.77238 16.29524 -0.442
H 3.83633 -6.58310 24.73002 0.116
H 1.32177 15.44144 19.90668 0.104
H 1.97295 -5.38856 26.23535 0.074
H -3.36102 6.15128 25.85439 0.113
C -1.69690 5.26598 26.88946 -0.203
C 1.16437 12.00275 31.15061 -0.055
N -1.66995 4.52985 24.07414 -0.139
H 3.65430 -6.89286 29.62889 0.116
C -1.96256 3.80001 26.54589 -0.129
C -6.20732 13.85760 28.39049 -0.507
H -6.52527 8.27024 15.21758 0.075
H 1.52512 -6.42239 27.59632 0.075
C -2.20428 2.21031 24.70892 -0.058
H 0.61910 3.73782 26.00554 0.073
H 8.75063 2.52345 28.17674 0.076
C -10.51464 0.97655 25.32139 -0.056
H -10.65873 -2.51886 24.86800 0.075
H 0.06960 2.11006 25.67935 0.083
H -2.21847 17.13454 17.40603 0.079
H 5.41578 -9.36823 27.35875 0.073
H 11.76966 5.35623 29.40585 0.085
H -8.29594 9.88205 19.60703 0.120
H -10.08552 7.48028 35.96534 0.073
H -9.27672 6.03524 36.51190 0.083
H 8.43209 2.12252 26.52774 0.071
H 0.85715 12.21279 33.27427 0.134
H -6.85638 10.68882 18.04122 0.112
H 3.66674 -9.00217 26.00915 0.068
H 2.82066 -5.20150 27.65558 0.074
H 9.94676 1.61890 27.23770 0.071
C -1.43674 3.44118 25.11118 -0.477
H -8.37591 8.47696 34.98557 0.131
C 1.31566 15.23046 15.69967 -0.043
H -5.35300 0.44576 15.65837 0.077
H -0.84974 16.39171 20.42795 0.119
H 10.44438 7.67182 27.13717 0.120
O 12.03220 3.27245 27.43136 0.009
H 5.69272 -8.14147 25.30010 0.107
H 2.41461 13.60614 33.95481 0.081
H -9.36205 9.58757 14.58642 0.079
H 4.55411 -5.33695 25.73433 0.119
C -6.91175 6.87469 34.72270 -0.061
H -7.08614 11.85025 16.74381 0.124
O -7.48921 8.02122 36.70763 -0.039
C 1.18087 12.85356 32.45407 -0.485
H -2.24017 5.42189 27.82148 0.108
H 1.50579 13.78314 18.19736 0.110
H -1.55920 15.65923 18.96311 0.110
H -4.56681 1.02009 17.90416 0.138
H -0.08910 14.01650 17.57453 0.116
H 7.43791 -6.74509 29.15800 0.085
C -9.76312 7.76053 19.04128 -0.026
H 6.20970 -5.57052 29.12410 0.091
C 5.80682 -7.36261 27.98672 -0.505
H 1.07289 3.69060 34.73151 0.027
C -5.32210 1.59424 17.36752 -0.502
H -0.63413 5.35316 27.11533 0.108
H 12.80649 6.84134 26.01441 0.089
H 1.94733 14.35302 15.56117 0.078
H -7.53028 13.27405 26.71510 0.069
C -9.11174 10.17715 18.94711 -0.151
H 3.33156 16.46709 16.81367 0.065
H 9.47880 6.19730 25.51394 0.098
H -9.34581 11.12357 15.30070 0.078
C -0.65261 16.07346 19.40425 -0.142
C -2.27835 6.25845 25.92099 -0.128
C 2.49623 13.41011 32.88569 -0.073
H -9.79307 -1.66725 25.97558 0.078
H 12.49595 6.83179 28.87746 0.084
C 12.37329 5.84773 26.12919 -0.042
C -9.28106 6.78624 35.72190 -0.049
H -8.76766 7.38185 19.27314 0.084
H 11.77013 5.64683 25.24379 0.066
H -6.11182 7.53784 34.39339 0.074
H 13.30662 5.24867 28.54877 0.079
H -2.98270 3.48725 26.76860 0.116
H 2.80345 14.30411 32.34303 0.083
H 8.33199 6.93841 26.70250 0.120
C 0.04126 3.13375 25.30604 -0.047
H -6.66461 11.58051 28.60095 0.077
H -0.04251 4.48584 34.08701 0.027
H -10.30090 6.93329 18.57807 0.074
H 1.26279 17.83747 19.94815 0.069
H -2.35886 6.53100 22.40192 0.071
H -1.99874 1.36559 25.36641 0.086
H 3.35558 12.74026 32.85513 0.079
H 0.49235 5.96012 24.92083 0.068
C 6.54621 -6.81349 26.74145 -0.152
H 6.33986 -6.65304 24.60937 0.114
H -11.41602 8.70110 16.81206 0.067
H 1.18585 12.55029 30.20836 0.073
C -1.69242 5.96876 24.47549 -0.448
O 0.22131 3.59207 34.30568 -0.054
H -11.47086 -0.29314 23.84029 0.131
H -8.05397 10.47789 14.25860 0.083
H 11.07748 3.23373 24.86889 0.072
O 3.69045 -7.63715 29.02364 0.009
H -3.28170 2.36991 24.66649 0.086
C -6.55961 12.54850 29.09092 -0.073
C 10.31396 6.62403 27.40778 -0.120
H -9.46764 11.87475 17.55109 0.099
H -2.11046 7.31705 26.11915 0.115
H -1.30035 3.33102 27.27363 0.113
H -7.05910 8.87576 36.62790 0.095
H 10.03308 6.64012 28.46083 0.112
```

Frontier orbital gap ... 8.4835 eV
SMILES ... CC1(C)CCCC(C)(C)N1O.CC1(C)CCCC(C)(C)N1O.CC1(C)CCCC(C)(C)N1O.CC1(C)CCCC(C)(C)N1O.CC1(C)CCCC(C)(C)N1O.CC(C)O.CC(C)O.CC(C)O.CC(C)O.CC(C)O.O

***

C20H19AuNO3P | wB97M-V/def2-TZVPD

The geometry in XYZ format:
```
45
Properties=species:S:1:pos:R:3:lowdin_spin:R:1
H 0.64163 0.76085 -4.13288 0.000
C -1.04558 3.30906 1.32294 0.000
C -2.51184 -1.06851 -1.82543 0.007
C 3.75532 -1.68277 -1.40220 0.045
C 2.19858 -1.73564 0.43515 0.047
H 4.91760 0.11751 -1.60849 -0.001
C 0.93543 1.94877 1.56853 0.086
C -3.40530 -1.31879 -2.84674 0.006
C 0.69215 -0.60702 3.08472 0.064
H -1.86893 0.55178 -5.21403 0.001
C 4.13280 -0.38571 -1.05937 0.002
O 0.72811 1.23383 -2.11672 0.037
H -2.63639 -1.49768 -0.83898 0.002
C -3.17704 -0.73135 -4.08470 -0.005
C -2.06985 0.08198 -4.25979 0.008
H 1.27527 -1.44356 3.47610 0.002
H 2.53230 -3.37263 -0.89875 0.000
C -0.29492 4.28362 0.68036 0.045
H 4.23908 -2.18407 -2.22992 0.002
H 1.50634 -2.29790 1.04682 0.001
H -3.85738 -0.90628 -4.90703 0.000
C 3.53462 0.24913 0.01162 0.031
H 1.67306 4.89677 0.05948 -0.001
N -1.44856 -0.28082 -2.01245 0.148
C 2.53225 -0.40340 0.74751 0.086
H -0.31864 2.17424 -3.63868 0.000
C -0.44026 2.15172 1.79211 0.047
Au -0.01355 0.12210 -0.37420 0.565
H 3.86704 1.23737 0.30156 0.003
H -4.25778 -1.95883 -2.67245 0.001
C -1.21051 0.29312 -3.19280 0.012
O -0.85121 -0.97687 1.14367 0.109
C 1.69346 2.96109 0.95810 0.031
H 0.33531 -0.05888 3.95948 0.002
C 1.07803 4.11408 0.51116 0.002
H -1.02855 1.43646 2.35051 0.001
C 2.79809 -2.35310 -0.65358 0.000
H 1.50626 1.79431 -2.20501 0.002
H -0.77077 5.19589 0.34603 0.002
C -0.58108 -1.22780 2.38718 0.034
P 1.79214 0.46379 2.15628 0.501
H 2.76685 2.85773 0.86683 0.003
O -1.24210 -1.92536 3.09944 0.068
H -2.10457 3.45812 1.48577 0.000
C -0.00195 1.16979 -3.35182 0.003
```

Frontier orbital gap (alpha / beta) ... 9.0873 / 6.2769 eV
Total charge ... +2
<S²> ... 2.015
Spin multiplicity ... 3

***

Table of relative energy (zero: lowest compared OMol25 entry of this formula, charge and spin) (kcal per mole), in record order: 196.4 152.7 17.3